Below is one molecule with the formula C3H4FN3S, with properties calculated with ωB97M-V/def2-TZVPD.

Its energy relative to the best compared isomer or geometry (same formula, charge and spin) is 104.86 kcal per mole. Its calculated total energy is -778.86979 a.u. For the LUMO energy, the calculation gives 0.01417 Ha. The HOMO-LUMO gap comes out at 8.147 eV.

Geometry (Å):
1 S 1.15 2.71 -0.38
2 F 0.99 1.95 3.36
3 N 0.02 0.84 -1.90
4 N 0.02 -0.69 1.88
5 N 1.20 2.58 1.30
6 C -0.11 0.58 1.80
7 C 0.39 1.14 -0.64
8 C 0.87 1.61 2.05
9 H 0.92 -1.07 1.78
10 H 0.02 1.49 -2.76
11 H -0.36 -0.11 -2.00
12 H -0.67 -1.37 1.60

=====

Below is a 2-piece molecular cluster, C3H10N overall, with properties calculated with ωB97M-V/def2-TZVPD.

Its energy relative to the best compared isomer or geometry (same formula, charge and spin) is 32.59 kcal per mole. Its calculated total energy is -174.75964 a.u. The net charge is +1. For the LUMO energy, the calculation gives -0.20104 Ha. The HOMO-LUMO gap comes out at 10.593 eV.

Geometry (Å):
1 N 0.66 1.10 1.46
2 C -0.44 -2.23 -2.23
3 C -0.61 0.50 1.08
4 C 1.01 2.32 1.35
5 H 1.38 0.50 1.86
6 H -1.24 -2.77 -2.68
7 H 1.96 2.57 1.78
8 H -0.80 -1.66 -1.37
9 H -1.01 -0.09 1.89
10 H -1.22 1.28 0.63
11 H 0.37 -2.86 -1.87
12 H -0.41 -0.13 0.20
13 H 0.37 3.04 0.86
14 H -0.02 -1.55 -2.96

=====

Below is one molecule with the formula C2H6ClO2PS, with properties calculated with ωB97M-V/def2-TZVPD.

Its energy relative to the best compared isomer or geometry (same formula, charge and spin) is 56.02 kcal per mole. Its calculated total energy is -1429.98407 a.u. Its structure (SMILES) is CP(OCO)SCl. For the LUMO energy, the calculation gives 0.01181 Ha. The HOMO-LUMO gap comes out at 9.145 eV.

Geometry (Å):
1 Cl 0.88 4.30 -0.03
2 S -0.23 2.68 0.34
3 P 0.97 0.93 -0.48
4 O -2.46 -1.14 -0.78
5 O -0.34 -0.10 -0.45
6 C -1.38 -0.44 -1.38
7 C 1.81 0.26 1.07
8 H 1.38 -0.02 2.06
9 H -1.91 0.58 -1.64
10 H 2.57 0.97 1.25
11 H -2.25 -2.03 -0.77
12 H -1.03 -1.12 -2.25
13 H 2.30 -0.80 0.78

=====

Below is a 2-piece molecular cluster, BrH3NP overall, with properties calculated with ωB97M-V/def2-TZVPD.

Its energy relative to the best compared isomer or geometry (same formula, charge and spin) is 98.90 kcal per mole. Its calculated total energy is -2971.77818 a.u. For the LUMO energy (spin up / spin down), the calculation gives -0.08270 / -0.08273 Ha. The HOMO-LUMO gap (spin up / spin down) comes out at 6.169 / 6.170 eV.

Geometry (Å):
1 Br 3.12 0.33 -0.02
2 P 1.82 -1.35 -0.08
3 N -0.80 0.14 -0.79
4 H -1.20 -0.37 0.03
5 H 1.80 -1.12 1.37
6 H -0.56 1.05 -0.45

=====

Below is an isolated ion of composition C4H2ClO2 and charge -1, with properties calculated with ωB97M-V/def2-TZVPD.

Its energy relative to the best compared isomer or geometry (same formula, charge and spin) is 34.46 kcal per mole. Its calculated total energy is -764.27859 a.u. The net charge is -1. Its structure (SMILES) is O=C=C/C([O-])=C/Cl. For the LUMO energy, the calculation gives 0.14142 Ha. The HOMO-LUMO gap comes out at 6.598 eV.

Geometry (Å):
1 Cl -0.66 -1.68 2.31
2 O -1.56 0.35 -1.90
3 O 1.07 0.87 1.53
4 C -0.53 0.60 -1.42
5 C -0.29 -0.95 0.74
6 C 0.48 0.18 0.67
7 C 0.65 0.63 -0.84
8 H -0.53 -1.34 -0.17
9 H 1.38 1.35 -0.92

=====

Below is a 2-piece molecular cluster, C2H4N2O overall, with properties calculated with ωB97M-V/def2-TZVPD.

Its energy relative to the best compared isomer or geometry (same formula, charge and spin) is 84.75 kcal per mole. Its calculated total energy is -263.22822 a.u. For the LUMO energy, the calculation gives -0.00254 Ha. The HOMO-LUMO gap comes out at 9.227 eV.

Geometry (Å):
1 O -0.17 -1.11 0.96
2 N 2.75 0.76 0.94
3 N -0.57 1.02 0.30
4 C 0.40 -0.06 0.38
5 C 1.64 0.41 0.89
6 H -1.41 0.49 0.25
7 H 0.62 -1.66 1.42
8 H -0.40 1.75 -0.50
9 H 1.10 -0.58 -1.15

=====

Below is a 2-piece molecular cluster, C17H35BN3O6 overall, with properties calculated with ωB97M-V/def2-TZVPD.

Its spin multiplicity is 2. Its calculated total energy is -1309.18432 a.u. For the LUMO energy (spin up / spin down), the calculation gives 0.00339 / 0.00319 Ha. The HOMO-LUMO gap (spin up / spin down) comes out at 8.632 / 9.772 eV.

Geometry (Å):
1 O -7.01 -5.07 -0.68
2 O 0.00 3.19 3.12
3 O -3.71 -1.68 -2.92
4 O -2.03 -0.25 -2.36
5 O 3.94 -0.20 -0.54
6 O -8.22 -3.59 -1.67
7 N 2.93 0.26 0.09
8 N -7.19 -4.19 -1.50
9 N -0.99 1.01 3.61
10 C 3.09 2.43 -1.01
11 C 0.11 1.39 -2.21
12 C 3.02 1.71 0.37
13 C 0.42 -0.10 -2.25
14 C 0.66 1.29 1.49
15 C 2.12 -1.99 0.51
16 C 3.57 -0.93 2.20
17 C 2.47 -0.62 1.18
18 C -0.43 1.10 0.36
19 C -0.82 -1.01 -2.25
20 C -0.41 1.98 -0.89
21 C 1.23 -0.09 1.92
22 C -3.12 -1.03 -2.06
23 C -6.04 -3.82 -2.37
24 C 1.83 2.25 1.20
25 C 4.33 2.08 1.10
26 C -3.54 -1.01 -0.61
27 B -0.11 1.86 2.77
28 H 1.05 -0.43 -1.43
29 H 1.00 1.91 -2.55
30 H -6.35 -3.99 -3.40
31 H 0.09 2.93 -0.71
32 H 3.07 1.70 -1.81
33 H 1.50 3.20 0.79
34 H 2.25 -1.96 -0.56
35 H -0.85 -1.56 -1.31
36 H 0.96 -0.31 -3.17
37 H 4.00 3.00 -1.12
38 H -1.39 1.29 0.84
39 H -5.19 -4.44 -2.11
40 H 4.26 1.94 2.18
41 H -0.63 1.58 -2.99
42 H -1.62 0.48 3.02
43 H -0.47 0.04 0.12
44 H 3.85 -0.05 2.78
45 H 3.14 -1.64 2.89
46 H 2.25 3.10 -1.16
47 H 4.42 -1.40 1.72
48 H -4.01 -0.05 -0.41
49 H 2.23 2.51 2.17
50 H 1.11 -2.32 0.75
51 H -2.67 -1.10 0.04
52 H 2.79 -2.77 0.87
53 H -4.20 -1.84 -0.40
54 H 5.18 1.56 0.68
55 H -0.76 -1.77 -3.03
56 H -5.83 -2.77 -2.21
57 H 0.17 3.25 4.06
58 H -1.45 2.27 -1.07
59 H -0.45 0.33 4.14
60 H 4.49 3.14 0.94
61 H 0.41 -0.79 1.91
62 H 1.52 0.01 2.97

=====

Below is a 2-piece molecular cluster, C4H11NO overall, with properties calculated with ωB97M-V/def2-TZVPD.

Its energy relative to the best compared isomer or geometry (same formula, charge and spin) is 55.47 kcal per mole. Its calculated total energy is -288.92861 a.u. Its structure (SMILES) is C=CC.NCO. For the LUMO energy, the calculation gives 0.03306 Ha. The HOMO-LUMO gap comes out at 10.406 eV.

Geometry (Å):
1 O -5.14 2.24 -0.63
2 N -3.34 3.45 -1.75
3 C -4.51 2.47 -1.85
4 C 3.50 -1.86 1.31
5 C 3.04 -2.25 0.13
6 C 4.36 -2.81 2.11
7 H -5.27 2.90 -2.54
8 H -3.66 4.40 -1.48
9 H -4.62 1.69 -0.01
10 H -3.96 1.60 -2.34
11 H 3.43 -0.87 1.66
12 H 4.60 -3.68 1.50
13 H 5.21 -2.38 2.69
14 H 3.07 -3.32 -0.13
15 H 3.64 -3.01 2.98
16 H 2.44 -1.60 -0.63
17 H -2.78 3.04 -1.01

=====

Below is C20H25Cl2CoP as an isolated structure, with properties calculated with ωB97M-V/def2-TZVPD.

Its spin multiplicity is 5. Its energy relative to the best compared isomer or geometry (same formula, charge and spin) is 46.85 kcal per mole. Its calculated total energy is -3421.56638 a.u. The net charge is -1. For the LUMO energy (spin up / spin down), the calculation gives 0.11699 / 0.11595 Ha. The HOMO-LUMO gap (spin up / spin down) comes out at 6.033 / 7.892 eV.

Geometry (Å):
1 Co -0.37 0.37 -0.25
2 Cl -0.68 1.99 1.11
3 Cl -1.18 -1.51 -0.98
4 P 0.37 -1.05 1.83
5 C 0.46 -2.81 1.30
6 C -1.03 0.17 3.91
7 C -3.45 0.27 4.00
8 C -2.36 -1.14 2.36
9 C -1.11 -0.75 2.85
10 C -0.44 -5.04 1.05
11 C 0.62 -5.37 0.19
12 C -2.00 1.16 -1.48
13 C -0.50 -3.77 1.64
14 C -2.20 0.67 4.49
15 C 1.41 0.40 -0.48
16 C 1.55 -3.15 0.48
17 C 1.99 2.69 -1.52
18 C 2.18 1.14 -1.47
19 C -3.52 -0.64 2.94
20 C -0.42 2.93 -2.35
21 C 1.62 -4.43 -0.08
22 C 1.63 -1.17 3.16
23 C 1.07 3.15 -2.66
24 C -0.83 1.50 -2.18
25 H -1.22 -5.78 1.26
26 H 3.24 0.98 -1.23
27 H -0.42 0.81 -2.93
28 H 1.30 2.61 -3.58
29 H -2.13 1.36 5.33
30 H 2.34 -2.42 0.29
31 H 2.00 0.69 -2.45
32 H 2.03 -0.17 0.25
33 H -0.06 0.50 4.29
34 H 2.48 -4.69 -0.71
35 H 1.63 3.09 -0.56
36 H -2.44 1.87 -0.77
37 H -1.27 -3.53 2.38
38 H -2.65 0.40 -1.93
39 H -4.49 -0.98 2.57
40 H -4.36 0.66 4.44
41 H -0.75 3.51 -1.47
42 H -0.98 3.35 -3.22
43 H 0.67 -6.36 -0.28
44 H 1.23 4.22 -2.87
45 H 1.31 -1.86 3.96
46 H 1.83 -0.18 3.57
47 H 2.98 3.12 -1.73
48 H 2.56 -1.56 2.71
49 H -2.41 -1.84 1.51

=====

Below is a 8-piece molecular cluster, H16O8 overall, with properties calculated with ωB97M-V/def2-TZVPD.

Its energy relative to the best compared isomer or geometry (same formula, charge and spin) is 159.22 kcal per mole. Its calculated total energy is -611.32888 a.u. Its structure (SMILES) is O.O.O.O.O.O.O.O. For the LUMO energy, the calculation gives -0.00129 Ha. The HOMO-LUMO gap comes out at 8.657 eV.

Geometry (Å):
1 O -4.58 -1.16 0.59
2 O -3.62 0.46 -1.91
3 O 1.15 -3.31 3.05
4 O 2.84 2.66 0.05
5 O 1.78 -1.34 -0.03
6 O 2.74 0.12 -1.73
7 O 0.32 0.05 -0.89
8 O -0.37 1.95 -0.90
9 H -0.87 1.41 -0.23
10 H -4.94 -0.76 1.38
11 H 2.09 -2.09 0.54
12 H -3.71 -0.26 -2.52
13 H 3.74 0.23 -1.97
14 H 0.51 0.41 0.03
15 H -5.14 -1.97 0.53
16 H 2.53 2.59 0.90
17 H -3.21 0.01 -1.08
18 H 2.33 0.99 -1.56
19 H 1.52 -2.97 3.79
20 H 0.83 -2.47 2.68
21 H 1.68 -0.78 0.71
22 H -0.29 2.79 -0.45
23 H -0.63 -0.08 -0.94
24 H 3.29 3.51 -0.03

=====

Below is C15H36BrF9N3O14S3V as an isolated structure, with properties calculated with ωB97M-V/def2-TZVPD.

Its energy relative to the best compared isomer or geometry (same formula, charge and spin) is 53.74 kcal per mole. Its calculated total energy is -7422.02492 a.u. For the LUMO energy, the calculation gives -0.04964 Ha. The HOMO-LUMO gap comes out at 5.670 eV.

Geometry (Å):
1 Br 0.94 3.04 1.25
2 V -0.70 1.07 0.19
3 S 0.62 1.39 -3.25
4 S -3.03 3.93 -0.14
5 S -2.65 -1.63 -0.72
6 F -0.68 3.75 -3.83
7 F -1.96 2.11 -3.43
8 F -4.94 -1.28 0.52
9 F -5.35 -0.99 -1.51
10 F -5.05 -2.99 -0.81
11 F -0.80 2.27 -5.40
12 F -4.92 2.27 -1.09
13 F -4.06 3.70 -2.58
14 F -5.64 4.27 -1.15
15 O -2.52 5.23 -0.52
16 O 1.85 2.04 -3.59
17 O -2.27 -2.39 -1.90
18 O -1.66 1.02 1.55
19 O 4.32 -0.70 -1.04
20 O -2.04 2.90 -0.39
21 O -2.15 -2.24 0.53
22 O 0.45 0.02 -3.74
23 O 0.44 -0.04 0.34
24 O 0.29 1.45 -1.76
25 O -1.06 3.26 6.14
26 O 1.56 -4.75 0.59
27 O -3.53 3.85 1.25
28 O -2.24 -0.20 -0.87
29 N 0.62 -7.40 0.17
30 N 5.73 -0.18 -3.43
31 N -2.78 3.35 3.93
32 C 3.70 -1.11 -2.24
33 C 4.15 -0.26 -3.45
34 C -1.56 4.27 4.09
35 C 1.96 -3.35 0.83
36 C -0.92 -6.40 -1.64
37 C -2.04 5.66 4.45
38 C 3.79 -0.87 -4.84
39 C 0.34 -4.88 -0.08
40 C 0.35 -6.21 -0.85
41 C -0.04 2.73 6.96
42 C -0.49 3.58 4.88
43 C 3.77 0.28 -0.28
44 C -4.50 3.53 -1.29
45 C -4.64 -1.74 -0.66
46 C -0.81 2.46 -4.10
47 H -0.85 -7.10 -2.47
48 H 3.49 1.16 -0.85
49 H 2.88 -0.15 0.20
50 H 0.28 -4.02 -0.73
51 H 4.20 -1.85 -5.08
52 H -2.58 2.50 4.43
53 H -1.29 -5.46 -2.06
54 H 3.86 0.77 -3.27
55 H -1.28 6.37 4.79
56 H 1.24 -7.12 0.91
57 H -2.70 5.65 5.32
58 H 4.05 -0.22 -5.68
59 H -1.08 4.44 3.13
60 H 4.13 -2.11 -2.34
61 H -0.22 -7.77 0.59
62 H 1.22 -2.71 1.32
63 H -2.61 6.20 3.69
64 H 0.17 1.76 6.52
65 H -0.22 2.66 4.36
66 H -0.51 2.52 7.92
67 H -1.64 -6.84 -0.95
68 H 1.25 -6.11 -1.45
69 H 2.87 -3.27 1.44
70 H 5.93 0.42 -4.22
71 H 2.64 -1.11 -2.01
72 H 4.48 0.55 0.50
73 H -0.40 -4.89 0.73
74 H -3.57 3.76 4.41
75 H 2.16 -2.77 -0.07
76 H 6.05 0.26 -2.57
77 H 0.99 -8.15 -0.41
78 H -2.82 3.12 2.94
79 H 2.71 -0.97 -4.70
80 H 6.24 -1.03 -3.63
81 H 0.32 4.30 4.99
82 H 0.76 3.42 7.21

=====

Below is one molecule with the formula C8H10S, with properties calculated with ωB97M-V/def2-TZVPD.

Its energy relative to the best compared isomer or geometry (same formula, charge and spin) is 6.31 kcal per mole. Its calculated total energy is -709.01791 a.u. Its structure (SMILES) is Cc1cccc(C)c1S. For the LUMO energy, the calculation gives 0.02849 Ha. The HOMO-LUMO gap comes out at 9.060 eV.

Geometry (Å):
1 S 1.99 -0.74 -0.07
2 C -2.06 -0.58 0.00
3 C -1.22 1.69 -0.08
4 C 0.09 1.25 0.02
5 C 1.24 2.23 0.18
6 C 0.34 -0.14 -0.03
7 C -2.29 0.77 -0.12
8 C -0.42 -2.49 0.12
9 C -0.72 -1.06 0.04
10 H -1.38 2.75 -0.03
11 H 0.85 3.24 0.24
12 H -2.89 -1.31 0.06
13 H -1.39 -3.03 0.29
14 H 0.22 -2.78 0.97
15 H 2.00 2.22 -0.64
16 H -0.05 -2.78 -0.88
17 H 2.55 0.32 -0.73
18 H 1.70 2.06 1.10
19 H -3.30 1.13 -0.10